1.
The following is a DFT calculation (ωB97M-V with the def2-TZVPD basis set) of C57H40BrMnN11S5 as an isolated structure in a non-equilibrium geometry.

LUMO level (alpha / beta): 2.20 / 2.20 eV
Total charge: -2
Calculated total energy: -8514.0565 Ha
HOMO (alpha / beta): -0.054 / -0.053 Ha
ΔE to the lowest compared entry with this formula, charge and spin: 81.9 kJ/mol
Spin multiplicity: 2
Kohn-Sham gap (alpha / beta): 0.1343 / 0.1338 hartree

The geometry in XYZ format:
```
115
Properties=species:S:1:pos:R:3:forces:R:3
Br 6.297 -0.498 2.617 0.10 -0.17 0.28
Mn 1.658 1.420 0.080 1.44 0.89 0.54
S 4.349 2.759 2.607 -0.18 -0.05 0.33
S -1.766 -1.909 0.555 1.47 2.06 -0.30
S -1.652 0.876 0.270 3.30 2.71 0.10
S 1.619 1.551 2.935 0.05 -0.01 -0.51
S 1.035 -1.877 0.515 2.17 2.08 -0.75
N 0.487 3.278 5.971 -0.37 -0.07 0.21
N 2.862 0.270 -6.198 0.21 -0.12 -0.21
N 0.916 5.986 -6.201 -0.04 0.06 -0.25
N 4.378 4.848 5.765 0.23 0.14 0.11
N 3.648 1.461 0.161 0.94 -0.38 -0.54
N 1.635 1.250 -2.076 -0.58 -0.10 -0.44
N -0.260 1.343 0.216 -3.96 -1.00 0.33
N 1.685 -0.570 0.526 -0.73 -1.91 -0.22
N -2.040 -0.613 -0.295 -0.71 -2.25 0.23
N -0.410 -2.115 1.292 -1.61 -0.52 0.17
N -1.321 1.316 -5.303 -0.48 -0.03 -0.15
C 1.029 -3.928 -1.404 0.14 0.01 -0.06
C 0.781 -4.422 -2.675 0.12 -0.09 0.09
C 2.842 2.603 3.474 0.29 -0.33 -0.53
C -2.638 1.656 -2.185 0.02 -0.24 0.17
C 1.528 4.137 -1.181 -0.01 0.00 0.75
C 1.456 3.279 5.345 -0.59 -0.01 0.29
C -3.789 0.998 4.308 0.20 0.06 0.07
C 6.424 0.984 0.207 -0.37 -0.16 -0.01
C -2.761 -2.992 -1.764 0.52 0.40 1.04
C -2.041 -5.577 -1.011 -0.38 -0.37 -0.58
C -3.725 4.016 -1.214 0.02 0.02 -0.01
C 0.196 -1.776 -2.093 0.12 0.44 0.05
C 1.049 5.537 -5.146 -0.08 0.35 -0.70
C -4.530 0.966 3.137 -0.10 0.07 -0.10
C 2.061 0.611 -5.440 0.48 -0.20 -0.50
C 2.388 -5.031 2.711 0.13 -0.20 0.08
C -1.730 -4.528 -0.184 -0.18 1.17 0.29
C 1.534 -4.134 2.095 -0.10 0.14 -0.16
C 0.109 4.580 -3.108 0.06 0.06 -0.02
C -2.673 -2.400 3.118 0.44 0.41 -1.12
C -2.647 1.916 -0.826 -0.40 -0.33 0.26
C -2.066 -3.219 -0.567 -1.18 -1.18 -0.78
C -3.732 3.753 -2.575 -0.02 0.03 0.04
C 3.763 -4.891 2.575 -0.06 0.05 -0.06
C -4.331 -1.913 1.406 1.08 -0.21 -0.22
C -0.072 -2.279 -3.353 0.19 -0.10 -0.12
C 1.680 3.665 0.167 -0.13 0.01 -0.41
C 1.082 1.001 -4.533 -0.26 -0.03 -0.66
C 2.662 3.339 4.639 -0.05 -0.24 -0.27
C 0.727 -2.607 -1.124 0.24 -0.25 0.45
C 5.630 0.612 1.237 0.34 -0.06 -0.22
C -2.403 1.025 4.258 -0.18 0.01 0.09
C -2.700 -5.351 -2.222 0.01 0.48 0.39
C 5.815 1.677 -0.859 0.45 0.25 -0.11
C -1.760 1.005 3.033 0.27 -0.04 -0.43
C 4.451 1.824 -0.853 -0.60 -0.03 0.34
C 4.289 -3.837 1.838 -0.03 -0.27 0.14
C -3.685 -2.581 4.029 -0.90 0.02 0.31
C 2.624 4.603 -1.943 0.14 -0.02 -0.11
C -2.989 -2.041 1.801 -1.08 -1.04 0.93
C -3.182 2.578 -3.063 -0.02 0.03 -0.06
C 2.065 -3.107 1.333 -0.40 -0.18 0.21
C 4.270 1.081 1.354 -0.32 0.15 0.23
C -0.226 1.193 -4.958 -0.39 0.03 -0.19
C -5.330 -2.099 2.329 -0.30 -0.26 0.54
C -3.065 -4.053 -2.581 -0.07 -0.87 -0.25
C -3.893 0.943 1.910 0.03 0.16 0.11
C 1.212 5.041 -3.848 0.11 -0.34 0.78
C 2.475 5.039 -3.234 -0.17 -0.06 -0.15
C -2.506 0.957 1.872 -0.35 0.08 -0.42
C -3.169 3.103 -0.335 0.06 -0.16 0.23
C 0.225 -3.606 -3.642 -0.07 0.20 -0.06
C 3.631 4.154 5.224 0.66 0.51 0.24
C 0.265 4.152 -1.818 -0.08 0.01 -0.19
C 3.439 -2.945 1.215 -0.32 0.37 -0.30
C -5.020 -2.424 3.650 0.50 -0.05 -0.36
C 1.378 1.151 -3.207 0.82 0.31 2.63
H 1.030 -5.450 -2.902 -0.01 -0.08 -0.04
H -3.010 -1.975 -2.020 -0.06 0.10 -0.12
H 6.398 1.982 -1.712 0.01 0.08 -0.14
H -3.449 -2.840 5.052 0.06 0.03 0.02
H -0.590 3.789 -1.268 -0.09 -0.03 0.09
H 4.425 -5.602 3.048 0.04 -0.02 0.07
H -3.120 3.312 0.724 -0.02 0.08 0.07
H -0.013 -0.745 -1.840 0.13 0.08 -0.09
H -1.812 1.084 5.159 0.09 0.04 0.10
H -0.873 4.574 -3.561 -0.07 0.00 -0.10
H -4.545 -1.664 0.378 -0.12 0.07 -0.10
H 2.607 4.009 0.633 -0.13 -0.25 0.02
H 3.329 5.392 -3.795 0.06 0.04 -0.02
H 3.632 0.483 2.004 0.01 0.15 -0.15
H 3.608 4.620 -1.491 0.01 0.00 0.09
H -3.584 -3.877 -3.513 0.01 0.02 -0.04
H 0.023 -3.998 -4.628 0.00 -0.03 -0.12
H -0.495 -1.636 -4.112 -0.01 0.10 -0.05
H -3.137 2.381 -4.123 0.03 -0.02 -0.07
H 0.809 3.862 0.800 0.09 -0.18 -0.09
H -4.144 4.480 -3.258 -0.03 0.05 -0.08
H -5.610 0.958 3.183 -0.08 -0.01 -0.01
H -5.810 -2.557 4.374 -0.04 -0.02 0.06
H -1.225 -4.678 0.759 0.10 -0.10 0.06
H -6.364 -1.991 2.031 -0.01 0.03 -0.02
H 5.359 -3.708 1.761 0.04 0.07 -0.03
H -2.187 0.745 -2.548 0.08 -0.08 -0.18
H -1.775 -6.585 -0.722 0.05 -0.01 0.00
H -2.929 -6.178 -2.876 -0.03 -0.08 -0.05
H 3.947 2.217 -1.729 -0.06 -0.04 0.05
H -1.631 -2.491 3.380 0.13 -0.04 0.13
H -4.296 1.013 5.263 -0.04 0.02 0.09
H 7.462 0.690 0.162 0.13 -0.05 0.02
H 0.463 -4.207 2.202 -0.08 -0.08 0.08
H -0.685 1.039 2.967 0.26 0.10 0.08
H -4.459 0.911 0.990 -0.10 0.02 -0.09
H 1.456 -4.565 -0.643 0.03 -0.08 0.03
H -4.133 4.941 -0.833 0.00 0.08 0.02
H 3.809 -2.108 0.642 0.14 0.17 -0.02
H 1.978 -5.843 3.298 0.01 -0.01 0.05
```
Forces are in eV/Å.

2.
The following is a DFT calculation (ωB97M-V with the def2-TZVPD basis set) of C27H36N4O3S in the gas phase.

LUMO level: 0.27 eV
Total charge: 0
Calculated total energy: -1893.4805 Ha
HOMO: -0.318 Ha
Structure (SMILES): O=C(CSc1nc2ccccc2c(=O)n1CCCN1CCOCC1)N[C@]12C[C@H]3C[C@H](C[C@H](C3)C1)C2
Kohn-Sham gap: 0.3275 hartree

The geometry in XYZ format:
```
71
Properties=species:S:1:pos:R:3:forces:R:3
S 0.368 -2.292 -1.124 -0.01 -0.42 0.01
O 7.973 -0.253 1.537 0.16 0.02 -0.02
O 3.035 1.465 0.641 0.10 0.05 0.02
O -3.052 -3.209 -1.019 -0.18 -0.45 0.13
N 1.787 -0.206 -0.272 0.01 0.28 0.02
N -0.189 0.249 -1.466 0.11 -0.29 -0.17
N 5.636 -0.658 -0.015 0.05 0.10 -0.05
N -2.689 -0.961 -0.966 -0.25 0.50 0.15
C 6.170 0.676 0.195 0.17 0.09 0.31
C 4.767 -0.774 -1.172 -0.15 -0.23 0.05
C -3.739 0.971 0.038 -0.10 -0.08 0.09
C 2.713 -1.209 0.228 0.43 -0.47 0.10
C 2.070 1.145 -0.021 -0.08 0.07 0.06
C 0.400 4.334 -1.027 0.15 0.06 0.10
C -6.032 -1.144 1.689 0.03 0.03 -0.02
C -5.123 -0.997 -0.630 -0.11 0.00 0.12
C -0.887 2.494 -1.898 0.08 0.08 0.03
C 0.022 1.594 -1.330 0.49 0.40 0.29
C 6.931 0.696 1.520 -0.21 0.28 -0.22
C -3.768 -0.553 -0.071 0.09 -0.29 -0.12
C -0.693 3.847 -1.743 -0.08 -0.11 -0.04
C -1.132 -2.331 -2.154 0.18 0.07 0.26
C 6.718 -1.625 -0.021 0.15 0.01 0.31
C -4.649 0.826 2.358 -0.01 -0.04 -0.02
C -3.566 -1.167 1.319 -0.12 0.02 0.05
C 3.628 -1.753 -0.871 0.08 0.35 -0.01
C -4.682 -0.698 2.249 0.05 -0.08 0.27
C -4.854 1.438 0.973 0.02 0.27 0.02
C 7.462 -1.545 1.312 -0.07 -0.32 -0.22
C -6.235 -0.527 0.306 -0.24 -0.03 -0.11
C 1.123 2.083 -0.611 -0.38 0.11 -0.23
C -2.404 -2.225 -1.308 0.44 0.22 -0.42
C 1.302 3.460 -0.465 0.03 -0.03 0.01
C 0.666 -0.570 -0.953 -0.71 0.07 -0.47
C -6.206 0.997 0.414 0.02 -0.04 0.02
H 3.056 -1.947 -1.779 0.01 -0.11 0.00
H -3.877 1.412 -0.953 0.03 0.02 -0.10
H 2.133 -2.016 0.683 0.07 0.13 0.08
H -1.107 -3.305 -2.641 -0.03 0.07 0.05
H -7.007 1.338 1.073 -0.06 0.05 0.01
H -2.592 -0.864 1.713 0.06 0.02 -0.02
H -1.395 4.541 -2.181 -0.06 0.05 -0.04
H -4.826 2.531 1.048 0.01 -0.07 -0.02
H -2.768 1.298 0.420 0.10 0.01 -0.01
H 6.852 0.977 -0.621 -0.03 0.00 0.03
H 5.317 -1.108 -2.066 -0.02 0.10 0.04
H -5.134 -2.083 -0.719 0.01 0.01 -0.04
H -1.993 -0.260 -1.207 -0.04 -0.24 -0.04
H -1.726 2.106 -2.454 -0.09 -0.06 -0.06
H 5.338 1.379 0.252 0.07 0.01 -0.04
H -1.051 -1.525 -2.880 -0.02 -0.06 -0.06
H -6.367 1.444 -0.569 -0.04 0.04 -0.05
H 4.343 0.208 -1.392 0.04 0.02 -0.05
H -6.060 -2.233 1.616 -0.04 -0.07 0.03
H -3.691 1.150 2.771 0.04 0.03 0.06
H -3.575 -2.254 1.232 0.05 -0.02 -0.01
H 3.333 -0.722 0.985 -0.18 -0.16 -0.03
H 7.400 1.668 1.681 -0.09 -0.02 0.01
H 7.430 -1.428 -0.844 -0.07 -0.04 0.03
H -5.260 -0.572 -1.627 0.03 0.03 -0.07
H -4.534 -1.138 3.241 -0.01 0.02 -0.06
H 2.158 3.808 0.094 0.06 0.05 0.04
H 6.770 -1.819 2.124 0.06 -0.02 -0.06
H 6.307 -2.628 -0.147 0.05 -0.04 -0.02
H -5.436 1.168 3.034 -0.02 0.05 0.06
H 8.319 -2.221 1.319 -0.09 -0.01 0.01
H 6.225 0.490 2.337 0.03 0.05 -0.04
H -7.202 -0.846 -0.098 0.05 0.01 0.02
H 4.045 -2.699 -0.528 0.01 -0.11 -0.03
H -6.835 -0.829 2.359 -0.06 -0.02 0.04
H 0.535 5.399 -0.915 0.02 0.08 0.02
```
Forces are in eV/Å.

3.
The following is a DFT calculation (ωB97M-V with the def2-TZVPD basis set) of C17H18N2O4S in the gas phase in a non-equilibrium geometry.

LUMO level: 0.42 eV
Total charge: 0
Calculated total energy: -1467.2891 Ha
HOMO: -0.315 Ha
Structure (SMILES): CCN(c1cccc(C)c1)S(=O)(=O)c1ccc2c(c1)oc(=O)n2C
ΔE to the lowest compared entry with this formula, charge and spin: 117.9 kJ/mol
Kohn-Sham gap: 0.3305 hartree

The geometry in XYZ format:
```
42
Properties=species:S:1:pos:R:3:forces:R:3
S 1.469 -2.341 0.002 -0.40 0.00 0.11
O 1.935 -2.765 -1.285 -0.09 0.22 -0.14
O -5.130 0.461 1.621 0.09 0.06 0.24
O 1.613 -3.264 1.088 -0.01 0.09 0.27
O -2.968 -0.237 1.706 0.19 0.09 0.43
N 2.193 -0.905 0.476 -0.44 -0.95 -0.13
N -4.121 -0.590 -0.164 0.25 0.02 0.27
C -2.270 -1.723 -1.457 -0.23 0.13 0.24
C -0.255 -1.860 -0.140 0.55 -0.31 -0.17
C -0.943 -2.101 -1.316 0.28 -0.12 0.02
C 1.228 2.625 -0.133 0.00 -0.01 -0.11
C 0.849 2.549 -1.465 0.01 0.02 0.05
C -2.862 -1.096 -0.376 0.58 -0.10 0.22
C -0.837 -1.245 0.958 -0.57 0.22 0.26
C 1.416 0.213 -1.508 0.10 0.19 -0.11
C 1.121 3.913 0.627 -0.06 -0.03 0.02
C 2.943 -0.881 1.712 0.43 -0.15 0.39
C -5.227 -0.585 -1.081 -0.18 0.02 -0.10
C 0.951 1.347 -2.144 -0.04 -0.02 0.04
C 1.686 1.482 0.509 0.06 -0.21 0.05
C -2.151 -0.865 0.815 0.35 -0.43 -0.84
C -4.184 -0.062 1.111 -0.76 0.13 -0.35
C 4.363 -0.371 1.489 -0.28 -0.03 0.02
C 1.777 0.265 -0.161 -0.13 0.63 -0.60
H -0.284 -1.084 1.867 0.06 0.10 0.20
H -6.066 -0.106 -0.577 0.05 -0.04 -0.07
H 4.917 -0.402 2.424 0.08 0.04 0.08
H 0.488 3.430 -1.973 -0.02 0.11 -0.05
H 1.526 -0.711 -2.048 0.03 0.00 -0.14
H -5.499 -1.605 -1.355 -0.02 0.03 -0.01
H 0.215 3.915 1.233 -0.04 0.07 0.06
H -4.972 -0.023 -1.981 -0.03 -0.01 0.01
H 4.869 -0.996 0.758 0.07 -0.05 -0.06
H -2.813 -1.907 -2.370 -0.05 -0.03 -0.12
H -0.416 -2.590 -2.119 0.02 -0.02 -0.15
H 2.965 -1.913 2.063 0.04 0.23 0.15
H 1.077 4.761 -0.051 0.00 0.09 0.00
H 4.350 0.651 1.119 0.08 0.10 -0.02
H 0.676 1.293 -3.187 -0.02 -0.02 -0.10
H 2.431 -0.276 2.470 -0.03 -0.11 -0.05
H 1.970 4.041 1.296 0.04 0.06 0.05
H 1.971 1.559 1.547 0.07 -0.02 0.15
```
Forces are in eV/Å.